This record from OMol25 describes C5H9NO4 in the gas phase in a non-equilibrium geometry. The level of theory is ωB97M-V/def2-TZVPD.

Results
relative energy (zero: lowest compared OMol25 entry of this formula, charge and spin)	85.55	kcal/mol
HOMO energy	-9.1	eV
gap between HOMO and LUMO	9.3	eV
LUMO level	0.1	eV

The geometry in ORCA input format:
```
! wB97M-V def2-TZVPD RIJCOSX def2/J DEFGRID3
* xyz 0 1
N 0.664 -0.311 -1.599
C -0.545 -1.069 -1.332
C -1.707 -0.211 -0.871
O -2.605 0.099 -1.624
C -1.728 0.274 0.576
O -0.720 1.198 0.893
C 0.467 0.738 1.468
C 1.649 0.924 0.524
O 2.127 2.005 0.266
O 2.588 -0.259 0.404
H 1.607 -0.815 -1.156
H 0.484 0.671 -1.779
H -0.411 -1.856 -0.572
H -0.860 -1.556 -2.267
H -2.700 0.755 0.748
H -1.670 -0.619 1.223
H 0.396 -0.321 1.760
H 0.681 1.333 2.371
H 2.283 -0.981 0.967
*
```